1.
{
  "formula": "C16H24KN3S",
  "method": "ωB97M-V/def2-TZVPD",
  "total_charge": 0,
  "max_force_ha_per_bohr": 0.002,
  "gap_ev": 5.69,
  "multiplicity": 1,
  "elements": ["K", "C", "N", "C", "C", "N", "C", "S", "H", "H", "H", "H", "H", "H", "C", "C", "C", "C", "C", "C", "C", "C", "N", "C", "C", "C", "C", "H", "H", "H", "H", "H", "H", "H", "H", "H", "H", "H", "H", "H", "H", "H", "H", "H", "H"],
  "xyz": [[-2.9244, 1.5313, -0.9327], [0.0630, 1.4460, 1.8310], [-0.8569, 0.6091, 2.5822], [-0.5308, -0.5699, 3.2259], [-1.6516, -1.0367, 3.8065], [-2.6556, -0.1384, 3.4879], [-2.1700, 0.8751, 2.7332], [-3.0279, 2.2108, 2.1453], [1.0365, 0.9623, 1.8312], [0.1199, 2.4289, 2.2968], [-0.2745, 1.5418, 0.7988], [0.4626, -0.9786, 3.1807], [-1.8284, -1.9259, 4.3821], [-3.6163, -0.1661, 3.7793], [3.1828, -2.3163, -0.3559], [1.7295, -1.9119, -0.3395], [0.7904, -2.7167, 0.2947], [-0.5526, -2.3268, 0.2813], [-1.6067, -3.2206, 0.8810], [-0.9116, -1.1437, -0.3240], [0.0049, -0.2711, -0.9931], [1.3519, -0.7323, -0.9702], [-0.4956, 0.8691, -1.5088], [0.3469, 1.8115, -2.2362], [1.4336, 2.4720, -1.3649], [0.9491, 1.2098, -3.5184], [-0.5852, 2.9479, -2.6833], [3.3382, -3.2533, 0.1787], [3.8098, -1.5525, 0.1090], [3.5389, -2.4484, -1.3794], [1.0901, -3.6463, 0.7659], [-1.2091, -3.8007, 1.7157], [-1.9775, -3.9304, 0.1376], [-2.4563, -2.6421, 1.2435], [-1.9621, -0.8581, -0.2820], [2.1339, -0.1609, -1.4473], [2.1569, 1.7581, -0.9781], [0.9612, 2.9629, -0.5101], [1.9803, 3.2299, -1.9321], [1.6184, 0.3769, -3.3156], [1.5068, 1.9652, -4.0789], [0.1441, 0.8347, -4.1538], [-1.0088, 3.4576, -1.8103], [-1.3941, 2.5479, -3.3025], [-0.0537, 3.6988, -3.2710]],
  "forces_ev_per_angstrom": [[-0.031, 0.043, 0.027], [-0.001, -0.011, 0.004], [-0.022, -0.031, -0.028], [0.020, 0.006, 0.017], [-0.033, -0.031, -0.030], [0.011, 0.027, -0.005], [0.099, 0.032, -0.016], [-0.092, -0.031, 0.001], [0.003, 0.011, -0.011], [0.025, 0.008, -0.011], [0.011, -0.028, 0.024], [-0.009, -0.015, -0.012], [-0.002, 0.006, 0.004], [-0.001, -0.022, 0.001], [-0.004, 0.004, -0.004], [0.001, -0.019, 0.016], [-0.006, 0.003, -0.030], [0.034, -0.007, 0.004], [0.052, -0.018, 0.032], [-0.045, 0.051, 0.053], [0.010, -0.036, 0.083], [-0.020, 0.040, 0.012], [0.077, 0.019, -0.011], [-0.019, -0.030, -0.051], [-0.014, -0.031, -0.026], [0.019, 0.039, 0.026], [0.014, -0.013, 0.011], [0.002, 0.001, 0.001], [0.003, 0.000, -0.003], [0.003, -0.001, -0.001], [-0.006, 0.003, 0.001], [0.007, 0.009, -0.003], [-0.004, 0.001, 0.008], [-0.069, 0.027, 0.009], [-0.011, -0.051, -0.071], [-0.002, -0.004, -0.003], [0.002, -0.005, 0.008], [0.023, 0.037, -0.028], [-0.006, 0.003, 0.000], [-0.003, 0.008, 0.001], [0.005, 0.000, -0.002], [-0.008, 0.006, 0.009], [-0.004, 0.001, -0.006], [-0.007, -0.001, -0.002], [-0.001, 0.001, 0.000]]
}

2.
{
  "formula": "C16H24N2O",
  "method": "ωB97M-V/def2-TZVPD",
  "total_charge": 0,
  "max_force_ha_per_bohr": 0.010,
  "smiles": "CC[C@@H](C(=O)NC1CCN(C)CC1)c1ccccc1",
  "gap_ev": 9.54,
  "multiplicity": 1,
  "elements": ["C", "C", "H", "H", "C", "C", "C", "C", "C", "C", "C", "H", "H", "H", "H", "H", "C", "O", "N", "H", "C", "C", "C", "N", "C", "H", "H", "H", "C", "C", "H", "H", "H", "H", "H", "H", "H", "H", "H", "H", "H", "H", "H"],
  "xyz": [[3.2334, 2.3980, -0.7459], [2.0085, 2.1951, 0.1381], [1.1007, 2.4330, -0.4195], [2.0563, 2.8808, 0.9871], [1.9341, 0.7654, 0.6896], [1.8173, -0.3210, -0.3452], [2.3413, -1.5773, -0.0555], [2.2029, -2.6298, -0.9411], [1.5365, -2.4453, -2.1409], [1.0140, -1.2007, -2.4439], [1.1485, -0.1495, -1.5535], [0.7369, 0.8123, -1.8217], [0.4976, -1.0441, -3.3802], [1.4286, -3.2653, -2.8357], [2.6170, -3.5969, -0.6955], [2.8606, -1.7289, 0.8801], [0.7493, 0.6784, 1.6684], [0.8943, 0.7464, 2.8715], [-0.4411, 0.5700, 1.0572], [-0.4951, 0.3994, 0.0610], [-1.6878, 0.3383, 1.7492], [-2.1781, -1.0906, 1.4759], [-2.8545, -1.1712, 0.0980], [-2.4058, -0.0706, -0.7379], [-2.6986, -0.2733, -2.1377], [-2.2056, -1.1838, -2.4757], [-3.7775, -0.3573, -2.3430], [-2.3060, 0.5682, -2.7081], [-2.9488, 1.1896, -0.2526], [-2.7484, 1.3279, 1.2650], [-3.6786, 1.1147, 1.7929], [-2.4486, 2.3464, 1.5106], [-2.4266, 1.9939, -0.7791], [-4.0233, 1.2780, -0.4948], [-2.5858, -2.1081, -0.3941], [-3.9530, -1.1560, 0.2083], [-2.8800, -1.3937, 2.2529], [-1.3199, -1.7624, 1.5174], [-1.4858, 0.4759, 2.8159], [2.8331, 0.5879, 1.2889], [4.1436, 2.2103, -0.1809], [3.2665, 3.4188, -1.1201], [3.2133, 1.7180, -1.5946]],
  "forces_ev_per_angstrom": [[-0.209, 0.057, 0.069], [0.257, -0.114, -0.074], [-0.057, 0.034, 0.041], [-0.105, -0.011, -0.002], [-0.189, 0.226, 0.286], [0.140, -0.102, -0.148], [-0.007, 0.050, -0.013], [0.013, -0.098, 0.007], [-0.022, -0.075, -0.065], [-0.080, -0.037, -0.090], [0.149, 0.004, 0.015], [-0.037, 0.154, 0.000], [-0.038, 0.012, -0.077], [0.000, -0.056, -0.057], [0.035, -0.072, 0.020], [0.057, 0.006, 0.106], [0.359, 0.027, -0.320], [0.133, 0.018, 0.500], [-0.213, 0.132, -0.228], [0.096, -0.055, 0.113], [-0.167, -0.001, 0.290], [0.003, 0.067, 0.010], [0.041, -0.176, 0.114], [-0.126, -0.039, -0.104], [0.031, -0.018, 0.025], [-0.007, -0.026, -0.084], [-0.020, 0.008, 0.012], [-0.008, 0.020, -0.094], [-0.021, 0.182, -0.009], [0.138, -0.090, 0.044], [-0.047, 0.023, 0.028], [-0.044, 0.005, 0.044], [-0.078, 0.005, 0.005], [0.068, -0.012, -0.047], [-0.086, 0.032, 0.002], [0.002, -0.019, -0.078], [-0.017, -0.038, 0.045], [-0.012, -0.011, 0.049], [-0.049, -0.027, -0.191], [-0.152, -0.016, -0.009], [0.131, -0.018, 0.031], [0.071, 0.071, -0.068], [0.067, -0.021, -0.099]]
}